DFT (ωB97M-V/def2-TZVPD) results for C16H26ClN3O4Re as an isolated structure.

Cartesian coordinates (Å):
C (-5.951015, 5.228761, 2.286033)
H (0.727550, -2.647438, -2.069746)
H (1.212736, -1.109952, 1.398603)
N (-1.584749, -1.510744, -0.701932)
H (-0.740931, -3.442485, -0.792936)
O (-1.143305, 0.914757, 1.201716)
H (-2.578014, 0.737011, 3.242917)
H (-1.468851, 2.085747, 3.419593)
C (-3.043410, 2.393401, 0.918935)
H (2.043089, 3.203083, 2.237894)
H (1.908214, 0.031747, -2.122610)
H (-2.088595, -3.318163, 0.321020)
H (2.011996, -3.134544, -0.003541)
C (-3.256438, 2.576952, 2.324278)
C (-1.208703, -2.796909, -0.052222)
C (1.099310, 2.683508, 0.400386)
C (-4.202213, 3.493433, 2.718471)
C (-2.523871, 1.813727, 3.390373)
C (-2.042961, 1.502088, 0.468482)
H (-4.384381, 3.637552, 3.776640)
H (0.225116, -3.348263, 1.475977)
H (-3.879303, 2.047094, -1.888934)
C (-3.796893, 3.147123, -0.040088)
H (2.410506, -2.250047, -2.350815)
H (-2.577735, 3.233096, -1.812713)
H (-5.294919, 4.635390, -0.272602)
H (-5.473228, 5.970451, 2.928507)
O (-1.856201, 1.138568, -0.791929)
H (2.753512, -1.538345, -0.059383)
Cl (2.853072, 1.026550, 1.804703)
H (-6.444311, 5.744170, 1.465892)
H (-1.788591, -1.658419, -1.689296)
C (1.842381, -2.095528, -0.285656)
H (3.133940, 3.160627, 0.846082)
H (-2.468847, -1.174816, -0.321034)
C (1.530291, -1.976739, -1.769483)
C (-4.942284, 4.240970, 1.799121)
H (-6.708805, 4.726044, 2.889784)
O (1.044921, 1.620559, -0.467298)
N (1.093634, -0.583936, -2.077566)
C (-0.264503, -2.461958, 1.072060)
O (0.319025, 3.576118, 0.322581)
N (0.760078, -1.498888, 0.570909)
H (0.694005, -0.539000, -3.012542)
C (-3.608734, 3.037328, -1.521505)
H (-4.244815, 3.765297, -2.020266)
Re (-0.140600, 0.186292, -0.418385)
C (-4.724669, 4.049552, 0.436666)
C (2.300015, 2.657438, 1.333993)
H (-2.959135, 2.044362, 4.360691)
H (-0.790927, -1.959392, 1.884922)

Force components x, y, z for each atom (eV/Å):
C -0.03 0.02 0.00
H 0.01 0.01 0.00
H 0.05 0.04 -0.02
N -0.08 0.13 -0.05
H -0.01 0.01 0.03
O 0.01 -0.09 -0.03
H -0.01 -0.04 -0.03
H 0.01 0.00 -0.01
C -0.05 0.06 -0.14
H -0.01 -0.02 -0.03
H 0.00 -0.02 0.02
H 0.01 -0.01 -0.01
H 0.00 -0.02 -0.02
C 0.02 -0.04 -0.16
C -0.06 -0.07 -0.06
C 0.25 0.75 0.25
C -0.02 -0.02 0.00
C 0.01 0.08 0.11
C -0.14 0.15 0.12
H 0.01 0.00 -0.01
H -0.01 -0.01 0.00
H 0.03 0.02 -0.01
C 0.10 -0.11 0.31
H 0.01 0.00 0.01
H 0.02 -0.01 -0.01
H 0.00 0.00 0.00
H 0.00 0.00 0.00
O 0.25 -0.21 -0.18
H -0.01 -0.01 -0.01
Cl -0.13 0.04 -0.10
H 0.00 0.00 0.00
H 0.01 0.03 0.02
C 0.05 0.08 -0.02
H -0.02 -0.02 -0.05
H 0.00 -0.01 0.03
C -0.03 -0.03 0.00
C -0.01 0.01 -0.01
H 0.00 0.00 0.00
O 0.05 -0.74 -0.16
N -0.06 0.08 -0.01
C 0.08 0.04 0.11
O 0.16 -0.35 0.17
N 0.23 0.10 -0.09
H -0.04 -0.03 0.03
C -0.13 0.07 -0.15
H 0.01 -0.01 0.00
Re -0.34 0.11 0.15
C 0.02 0.00 -0.01
C -0.20 0.06 0.03
H 0.02 -0.01 -0.02
H -0.02 -0.01 -0.01

spin multiplicity = 2
M = 546.1 g/mol
charge = +2
DFT total energy = -44314.0259 eV
HOMO-LUMO gap (spin up / spin down) = 6.614 / 6.605 eV
E_HOMO (spin up / spin down) = -0.530 / -0.530 hartree

=====

DFT (ωB97M-V/def2-TZVPD) results for one molecule with the formula C16H26N2O3S at a distorted geometry.

Cartesian coordinates (Å):
N (0.907488, -1.570292, 2.408486)
H (-0.337637, 2.461345, 2.866285)
C (0.602784, 1.003507, 1.641867)
H (0.054077, -3.486336, -2.956190)
C (0.318374, 2.300578, 2.025689)
C (2.010418, 1.803449, -0.105270)
C (0.408905, -2.911370, 2.212295)
C (-2.647792, 1.338875, -0.653412)
H (1.655725, -1.487939, 3.076905)
H (-0.686374, 2.168942, -1.047176)
H (1.669663, -0.275329, 0.299607)
H (2.672546, 1.603452, -0.934727)
C (2.356065, 4.264573, -0.479722)
C (-1.257721, -1.888392, -2.331315)
C (-1.265383, -0.637514, -1.456273)
H (-3.402169, -0.528694, -1.384160)
H (0.667873, 4.370737, 1.626598)
H (0.905383, -4.703789, 1.121916)
H (-0.419889, -0.006035, -1.733910)
H (-2.394606, 1.000719, 0.352961)
C (0.885928, 3.354294, 1.333587)
H (2.310476, -3.723307, 1.597744)
C (1.736901, 3.117627, 0.257305)
C (1.309631, -2.991888, -0.132478)
N (0.232635, -3.244456, -0.899668)
H (-1.392610, -1.603984, -3.377323)
H (2.739534, 3.946328, -1.445365)
H (-0.527574, -3.790207, -0.526128)
C (-1.726424, 2.482111, -1.061636)
H (-1.146929, -0.915558, -0.408244)
H (0.904866, -2.027204, -2.397863)
O (-1.382965, -0.728956, 1.866655)
H (-1.970877, 2.828234, -2.064603)
C (0.045579, -2.676307, -2.216033)
O (-0.309269, 0.089882, 3.921536)
H (1.630341, 5.060588, -0.631005)
H (-1.834140, 3.318467, -0.374628)
H (-2.094872, -2.534763, -2.054374)
C (1.287342, -3.687101, 1.222076)
C (1.445328, 0.740416, 0.581033)
H (-0.602294, -2.791551, 1.816082)
H (0.346368, -3.463945, 3.158766)
H (3.184511, 4.673577, 0.098612)
S (-0.186931, -0.313486, 2.547109)
H (-3.676406, 1.707489, -0.635496)
C (-2.569344, 0.143630, -1.603112)
H (-2.681975, 0.486473, -2.635535)
O (2.225440, -2.276890, -0.487465)

Force components x, y, z for each atom (eV/Å):
N -0.45 0.91 -0.04
H -0.06 0.13 0.12
C -0.13 -0.45 0.30
H 0.09 0.12 0.04
C -0.10 0.16 0.15
C -0.09 0.05 0.08
C -0.28 -0.50 -0.16
C -0.03 0.04 -0.23
H 0.14 0.16 0.14
H 0.18 0.02 -0.02
H 0.08 -0.12 -0.07
H 0.07 -0.03 -0.09
C 0.04 0.00 0.05
C 0.39 0.16 0.21
C -0.32 -0.14 -0.27
H -0.06 -0.06 -0.08
H -0.05 0.10 0.04
H 0.02 -0.05 0.03
H 0.12 0.04 0.02
H -0.09 0.02 0.05
C -0.02 -0.16 -0.02
H -0.01 -0.07 -0.10
C -0.02 -0.07 0.02
C -0.01 -0.50 0.39
N -0.42 -0.05 -0.15
H -0.06 -0.06 -0.05
H 0.03 0.03 -0.08
H 0.13 -0.04 0.08
C -0.16 -0.14 0.13
H 0.08 0.02 -0.03
H -0.08 -0.10 -0.04
O 0.06 -0.09 -0.13
H 0.02 0.07 -0.12
C -0.14 0.05 -0.38
O 0.23 0.14 -0.16
H -0.02 0.08 -0.05
H 0.06 0.13 0.03
H -0.11 -0.04 -0.06
C -0.02 0.38 0.10
C 0.09 -0.08 -0.14
H 0.06 -0.25 0.08
H -0.05 0.11 -0.13
H 0.07 0.07 -0.02
S 0.39 -0.25 0.25
H -0.02 -0.01 0.09
C 0.16 0.05 0.34
H -0.07 -0.02 -0.07
O 0.39 0.25 -0.06

spin multiplicity = 1
M = 326.5 g/mol
SMILES = CCCCCCNC(=O)CCNS(=O)(=O)c1ccc(C)cc1
DFT total energy = -36972.6412 eV
HOMO-LUMO gap = 10.062 eV
E_HOMO = -0.346 hartree

=====

Which value of spin multiplicity does entry 2 give?
1